*i*
ORCA calculation (ωB97M-V/def2-TZVPD) on a 2-piece molecular cluster, C9H11O3 overall.

## Properties
Lowest unoccupied orbital energy: 3.54 eV
Net charge: -1

XYZ file:
```
23
Properties=species:S:1:pos:R:3:nbo_charge:R:1
C 1.66 2.59 -1.95 -0.750
C 0.39 2.86 -2.72 0.797
O -0.67 2.98 -1.93 -0.738
O 0.26 2.97 -3.92 -0.627
H 1.56 2.51 -0.90 0.264
H 2.14 3.62 -1.87 0.221
H 2.36 1.93 -2.38 0.220
C -0.78 -3.58 1.79 -0.614
C -0.33 0.56 0.58 0.398
C -1.29 -0.31 -0.12 -0.342
C 0.64 0.01 1.45 -0.376
C -1.37 -1.54 0.46 -0.167
C 0.53 -1.34 1.86 -0.188
C -0.54 -2.13 1.46 -0.168
O -0.38 1.82 0.39 -0.806
H -0.67 2.32 -1.15 0.525
H -1.79 -0.05 -1.02 0.208
H 1.44 0.67 1.69 0.204
H -2.13 -2.28 0.10 0.167
H 1.29 -1.73 2.51 0.180
H -0.28 -3.69 2.75 0.200
H -0.27 -4.21 1.04 0.191
H -1.76 -4.00 1.89 0.202
```

---

*ii*
ORCA calculation (ωB97M-V/def2-TZVPD) on C9H11O3 as an isolated structure.

## Properties
Lowest unoccupied orbital energy: 3.34 eV
Net charge: -1

XYZ file:
```
23
Properties=species:S:1:pos:R:3:nbo_charge:R:1
C -1.80 2.71 -0.87 -0.745
C -0.71 3.44 0.02 0.808
O 0.32 2.73 0.32 -0.783
O -0.91 4.59 0.38 -0.693
H -2.05 1.75 -0.43 0.225
H -1.29 2.58 -1.83 0.205
H -2.70 3.29 -1.04 0.202
C 1.67 -4.09 -1.17 -0.614
C -0.10 -0.64 0.66 0.357
C -0.05 -0.76 -0.78 -0.301
C 0.27 -1.73 1.47 -0.306
C 0.45 -1.90 -1.39 -0.206
C 0.69 -2.87 0.81 -0.195
C 0.88 -2.93 -0.55 -0.106
O -0.29 0.54 1.23 -0.780
H 0.11 1.57 0.78 0.515
H -0.22 0.20 -1.27 0.218
H 0.36 -1.50 2.51 0.215
H 0.32 -2.00 -2.48 0.198
H 1.02 -3.73 1.38 0.185
H 1.02 -4.89 -1.53 0.196
H 2.37 -4.51 -0.47 0.201
H 2.27 -3.69 -1.99 0.204
```

---

Q: Which of them is the most stable? A: *ii*.

---

*i*
ORCA calculation (ωB97M-V/def2-TZVPD) on a 2-piece molecular cluster, C9H11O3 overall.

## Properties
Lowest unoccupied orbital energy: 2.72 eV
Net charge: -1

XYZ file:
```
23
Properties=species:S:1:pos:R:3:nbo_charge:R:1
C -1.06 -2.17 2.68 -0.739
C -1.31 -3.69 2.52 0.755
O -0.53 -4.43 3.17 -0.801
O -2.25 -4.04 1.78 -0.793
H -1.05 -2.00 3.76 0.203
H -1.85 -1.57 2.24 0.191
H -0.11 -1.90 2.24 0.188
C 2.66 1.14 -2.35 -0.621
C -1.03 1.26 -0.19 0.295
C -0.63 2.35 -0.95 -0.285
C -0.20 0.16 -0.02 -0.247
C 0.59 2.34 -1.62 -0.205
C 1.04 0.19 -0.67 -0.181
C 1.41 1.22 -1.52 -0.063
O -2.26 1.24 0.41 -0.669
H -1.36 3.12 -1.14 0.195
H -2.88 1.78 -0.07 0.471
H -0.57 -0.72 0.48 0.260
H 0.74 3.08 -2.39 0.202
H 1.62 -0.72 -0.61 0.213
H 3.03 0.12 -2.53 0.215
H 3.47 1.72 -1.88 0.211
H 2.51 1.52 -3.36 0.206
```

---

*ii*
ORCA calculation (ωB97M-V/def2-TZVPD) on a 2-piece molecular cluster, C9H11O3 overall.

## Properties
Lowest unoccupied orbital energy: 2.93 eV
Net charge: -1

XYZ file:
```
23
Properties=species:S:1:pos:R:3:nbo_charge:R:1
C 4.35 0.16 -1.75 -0.621
C 0.61 -0.91 0.19 0.307
C 1.08 -1.58 -0.96 -0.265
C 1.37 0.15 0.67 -0.244
C 2.27 -1.20 -1.55 -0.203
C 2.58 0.51 0.07 -0.209
C 3.07 -0.17 -1.03 -0.060
O -0.52 -1.28 0.84 -0.694
H -1.33 -1.08 0.36 0.513
H 0.50 -2.40 -1.37 0.209
H 0.97 0.73 1.49 0.239
H 2.63 -1.75 -2.41 0.194
H 3.10 1.34 0.53 0.202
H 4.90 -0.75 -1.95 0.207
H 5.02 0.76 -1.10 0.207
H 4.19 0.73 -2.66 0.211
C -3.72 0.17 -0.25 -0.745
C -3.45 1.14 0.93 0.759
O -2.49 0.80 1.65 -0.796
O -4.21 2.13 1.01 -0.782
H -2.81 0.03 -0.85 0.177
H -4.49 0.56 -0.92 0.197
H -4.08 -0.78 0.16 0.197
```

---

Q: Which of them is the most stable? A: *ii*.

---

*i*
ORCA calculation (ωB97M-V/def2-TZVPD) on a 4-piece molecular cluster, C2H13NO3S overall.

## Properties
SMILES: NCCS.O.O.O
Lowest unoccupied orbital energy: 0.67 eV

XYZ file:
```
20
Properties=species:S:1:pos:R:3:nbo_charge:R:1
N -1.03 0.26 3.17 -0.833
C -0.92 0.47 1.69 -0.227
C -2.27 0.17 1.06 -0.569
S -2.06 -0.11 -0.66 -0.021
H -1.80 0.83 3.51 0.345
H -0.20 0.63 3.63 0.359
H -0.70 1.53 1.50 0.175
H -0.11 -0.18 1.38 0.209
H -3.04 0.93 1.22 0.209
H -2.70 -0.66 1.64 0.225
H -3.13 -0.85 -1.03 0.129
O 1.96 0.94 -4.62 -0.928
H 2.75 1.44 -4.85 0.462
H 2.36 0.10 -4.41 0.466
O 0.31 -3.81 3.06 -0.954
H -0.41 -3.16 3.14 0.481
H 0.01 -4.59 2.58 0.472
O 4.82 2.18 -2.44 -0.929
H 4.58 2.97 -2.94 0.464
H 5.65 2.47 -2.05 0.466
```

---

*ii*
ORCA calculation (ωB97M-V/def2-TZVPD) on a 4-piece molecular cluster, C2H13NO3S overall.

## Properties
SMILES: NCCS.O.O.O
Lowest unoccupied orbital energy: 0.37 eV

XYZ file:
```
20
Properties=species:S:1:pos:R:3:nbo_charge:R:1
N 1.01 1.06 0.22 -0.836
C 0.10 0.16 -0.48 -0.243
C 0.80 -0.76 -1.46 -0.492
S -0.04 -1.02 -3.08 -0.089
H 0.52 1.40 1.03 0.378
H 1.24 1.88 -0.32 0.353
H -0.42 -0.50 0.20 0.188
H -0.60 0.71 -1.09 0.181
H 0.95 -1.80 -1.16 0.215
H 1.69 -0.23 -1.79 0.228
H -1.22 -1.62 -2.75 0.114
O -1.33 2.71 1.01 -0.955
H -1.99 2.27 1.56 0.487
H -1.60 3.64 1.04 0.469
O 4.37 -2.91 0.81 -0.943
H 4.93 -3.60 1.17 0.471
H 3.81 -3.28 0.12 0.472
O -3.66 0.73 1.70 -0.939
H -4.47 1.06 2.12 0.468
H -4.09 0.09 1.12 0.474
```

---

*iii*
ORCA calculation (ωB97M-V/def2-TZVPD) on a 4-piece molecular cluster, C2H13NO3S overall.

## Properties
SMILES: NCCS.O.O.O
Lowest unoccupied orbital energy: 0.51 eV

XYZ file:
```
20
Properties=species:S:1:pos:R:3:nbo_charge:R:1
N 0.65 -0.31 1.64 -0.826
C 0.10 -0.36 0.27 -0.224
C -0.44 0.98 -0.20 -0.530
S 0.59 1.58 -1.56 -0.068
H 1.24 0.50 1.77 0.348
H 1.21 -1.14 1.80 0.360
H 0.86 -0.71 -0.43 0.165
H -0.67 -1.12 0.27 0.200
H -0.47 1.76 0.56 0.226
H -1.45 0.82 -0.45 0.221
H 0.32 2.89 -1.46 0.132
O -1.34 -3.41 -2.53 -0.961
H -2.25 -3.65 -2.36 0.461
H -1.39 -2.45 -2.71 0.488
O 1.47 1.84 5.53 -0.929
H 1.93 1.80 4.69 0.464
H 1.90 2.60 5.96 0.465
O -1.07 -0.72 -3.48 -0.957
H -0.29 -0.49 -2.96 0.481
H -0.89 -0.39 -4.36 0.484
```

---

Q: Which of them is the most stable? A: *iii*.

---

*i*
ORCA calculation (ωB97M-V/def2-TZVPD) on a 2-piece molecular cluster, C7H10N2 overall.

## Properties
Lowest unoccupied orbital energy: 0.67 eV

XYZ file:
```
19
Properties=species:S:1:pos:R:3:nbo_charge:R:1
C -3.32 -0.25 0.00 -0.316
C -1.25 0.47 -0.04 0.262
C -0.15 1.52 0.00 -0.251
C 1.14 1.38 -0.06 -0.018
C 3.09 -0.15 0.10 -0.418
C 0.73 -1.09 -0.08 0.039
C -0.56 -0.89 0.04 -0.359
H -3.05 -0.90 -0.85 0.173
H -3.22 -1.28 1.11 0.074
H -4.28 -0.02 -0.07 0.178
H -0.76 2.67 0.23 0.223
H 1.87 2.04 -0.20 0.203
H 3.54 0.89 -0.27 0.201
H 3.68 -0.19 1.10 0.220
H 3.12 -1.14 -0.69 0.216
H 1.45 -2.06 -0.19 0.225
H -1.21 -1.90 -0.05 0.238
N -2.43 0.82 0.00 -0.479
N 1.61 0.09 -0.07 -0.413
```

---

*ii*
ORCA calculation (ωB97M-V/def2-TZVPD) on one molecule with the formula C7H10N2.

## Properties
SMILES: C=C1CN=C(C)N=C1C
Lowest unoccupied orbital energy: 0.11 eV

XYZ file:
```
19
Properties=species:S:1:pos:R:3:nbo_charge:R:1
C 2.05 0.88 1.05 -0.365
C 0.95 0.66 0.33 -0.058
C 0.10 1.73 -0.28 -0.282
N -1.15 1.24 0.26 -0.450
C -1.55 0.03 0.02 0.420
C -2.95 -0.37 0.32 -0.650
N -0.69 -0.96 -0.38 -0.506
C 0.57 -0.76 -0.23 0.351
C 1.58 -1.68 -0.83 -0.669
H 2.61 0.09 1.51 0.195
H 2.46 1.87 1.17 0.198
H 0.29 2.71 0.14 0.210
H 0.13 1.78 -1.37 0.208
H -3.40 -0.78 -0.59 0.231
H -3.53 0.49 0.67 0.235
H -2.98 -1.15 1.10 0.225
H 1.08 -2.52 -1.32 0.241
H 2.22 -1.16 -1.54 0.236
H 2.21 -2.09 -0.04 0.231
```

---

Q: Which of them is the most stable? A: *ii*.

---

*i*
ORCA calculation (ωB97M-V/def2-TZVPD) on an isolated ion of composition C5H11N and charge -1.

## Properties
Spin multiplicity: 2
Lowest unoccupied orbital energy (alpha / beta): 4.15 / 4.05 eV
Net charge: -1

XYZ file:
```
17
Properties=species:S:1:pos:R:3:lowdin_spin:R:1
C 1.19 1.55 -0.95 0.155
C 0.57 0.05 -1.20 0.175
C -0.75 -0.28 -0.57 0.072
C -0.78 -0.75 0.67 0.122
C -1.81 -1.67 1.27 0.045
N 1.40 1.71 0.47 0.059
H 2.13 1.72 -1.54 0.062
H 0.37 2.17 -1.34 0.011
H 0.39 -0.07 -2.27 0.039
H 1.21 -0.68 -0.72 0.079
H -1.68 -0.33 -1.13 0.008
H 0.08 -0.46 1.25 0.041
H -1.55 -1.84 2.36 0.008
H -2.88 -1.30 1.26 0.006
H -1.84 -2.66 0.78 0.007
H 2.40 2.11 0.66 0.049
H 1.54 0.73 1.00 0.062
```

---

*ii*
ORCA calculation (ωB97M-V/def2-TZVPD) on C5H11N as an isolated structure.

## Properties
Spin multiplicity: 2
Lowest unoccupied orbital energy (alpha / beta): 4.33 / 4.19 eV
Net charge: -1

XYZ file:
```
17
Properties=species:S:1:pos:R:3:lowdin_spin:R:1
C -0.21 -0.01 -2.01 0.015
C 0.82 -0.11 -0.88 0.050
C 0.32 0.31 0.48 0.424
C 0.19 -0.77 1.54 0.039
N -0.43 -1.95 0.99 0.037
C -0.23 1.69 0.69 0.283
H 0.02 -0.67 -2.86 0.001
H -1.15 -0.38 -1.59 -0.001
H -0.38 0.98 -2.45 0.002
H 1.02 -1.17 -0.78 0.000
H 1.77 0.44 -1.04 0.021
H 1.21 -0.94 1.96 0.017
H -0.40 -0.32 2.35 0.003
H -1.21 -2.19 1.58 0.004
H -0.05 2.37 -0.13 0.031
H -0.35 2.02 1.72 0.034
H -0.95 0.71 0.43 0.040
```

---

Q: Which of them is the most stable? A: *i*.

---

*i*
ORCA calculation (ωB97M-V/def2-TZVPD) on C3H5N3O as an isolated structure.

## Properties
Lowest unoccupied orbital energy: 0.77 eV

XYZ file:
```
12
Properties=species:S:1:pos:R:3:nbo_charge:R:1
N -0.58 1.89 0.72 -0.788
C 0.02 0.80 0.18 0.401
C -1.10 -1.46 -1.14 -0.067
N -0.08 -1.64 -0.33 -0.603
C 0.45 -0.62 0.53 0.655
O 1.21 -0.91 1.42 -0.600
N 1.03 0.74 -0.61 -0.673
H -0.27 2.80 0.39 0.396
H -1.47 1.90 1.19 0.414
H -1.31 -2.45 -1.58 0.109
H 0.39 -2.53 -0.13 0.392
H 1.72 1.47 -0.63 0.363
```

---

*ii*
ORCA calculation (ωB97M-V/def2-TZVPD) on one molecule with the formula C3H5N3O.

## Properties
Lowest unoccupied orbital energy (alpha / beta): -1.20 / -1.20 eV

XYZ file:
```
12
Properties=species:S:1:pos:R:3:nbo_charge:R:1
O -0.20 -2.67 -0.91 -0.686
C 0.49 -1.48 -0.71 -0.078
C -0.18 -0.29 0.04 0.242
N -1.34 -0.07 0.49 -0.146
N -0.87 1.83 1.28 -0.559
C 0.33 1.80 0.74 0.236
N 0.86 0.78 0.14 -0.529
H -1.05 -2.48 -1.32 0.474
H 0.84 -1.02 -1.65 0.201
H 1.38 -1.72 -0.13 0.223
H -1.37 2.74 1.31 0.394
H 1.09 2.58 0.71 0.228
```

---

Q: Which of them is the most stable? A: *ii*.